Computed, not measured: a structure of composition C19H30BCoF2N8S, with ωB97M-V/def2-TZVPD.

Frontier orbital gap (spin up / spin down) in eV: 7.4 / 7.3
⟨S²⟩: 0.762
Net charge: +1
Energy above the lowest of the compared OMol25 structures with the same formula, charge and spin in eV: 0.000
Spin multiplicity: 2

Each line ends with the Mulliken spin population.
CARTESIAN COORDINATES (ANGSTROEM)
Co  0.13035  -0.30767  0.69612  0.960
C  -3.60038  1.30433  -0.36542  0.000
C  -2.20699  1.00286  0.06911  0.004
N  -1.77485  -0.14572  0.44348  -0.010
C  -2.54463  -1.37336  0.48953  0.002
C  -1.59469  -2.51305  0.11480  -0.001
N  -0.25013  -2.37818  0.73232  0.002
C  -0.08857  -3.00499  2.05425  0.003
C  -0.40853  -2.03235  3.18005  -0.001
N  0.33580  -0.79392  2.98952  0.056
C  1.78563  -0.88949  3.23585  -0.009
C  2.61246  -0.82829  1.92341  0.006
N  2.03488  0.01147  0.88789  -0.045
C  2.33640  1.47314  1.03057  0.011
C  3.69665  1.83568  0.41072  -0.002
C  1.17401  2.24065  0.43866  0.008
C  1.13634  3.57164  0.02233  0.003
C  -0.07168  4.11723  -0.37972  -0.004
C  -1.23772  3.35259  -0.37547  0.001
C  -1.13635  2.03732  0.03438  -0.011
N  0.05010  1.53629  0.42510  -0.017
H  -4.32550  0.73612  0.21472  0.000
H  -3.71524  1.03387  -1.41827  -0.001
H  -3.83129  2.36093  -0.26018  0.000
H  -3.38772  -1.36340  -0.20448  0.000
H  -2.94261  -1.49983  1.50013  0.001
H  -1.44806  -2.47775  -0.96277  0.000
H  -2.04629  -3.47702  0.36737  0.000
H  0.40302  -2.81564  0.09234  0.001
H  0.95556  -3.31084  2.14141  0.000
H  -0.69889  -3.90856  2.14482  0.000
H  -0.17822  -2.52137  4.13496  0.001
H  -1.47317  -1.79206  3.19191  0.001
H  -0.06405  -0.04880  3.54194  -0.006
H  2.02043  -1.81412  3.77357  0.000
H  2.07543  -0.08518  3.91360  0.000
H  2.68718  -1.84282  1.51634  0.001
H  3.64056  -0.53802  2.17788  -0.002
H  3.91016  1.15279  -0.41114  0.000
H  4.50816  1.75796  1.13226  0.000
H  3.71753  2.85008  0.01257  0.000
H  2.03275  4.17488  0.02145  0.000
H  -0.11220  5.14979  -0.69887  0.000
H  -2.17865  3.77678  -0.69129  0.000
F  3.36574  1.98801  3.32228  0.000
B  2.28222  1.88342  2.57335  0.000
F  1.12432  2.10489  3.19365  0.000
C  -2.68608  -1.12784  -4.73320  0.000
C  -1.58040  -0.07468  -4.74519  0.000
C  -0.57864  -0.29863  -3.65348  0.001
N  -0.86740  -0.31629  -2.40206  0.005
N  0.20843  -0.57715  -1.59263  0.026
C  1.32414  -0.74017  -2.26190  0.007
N  2.49279  -1.01112  -1.64811  -0.001
S  1.10584  -0.59148  -3.97477  0.004
H  -3.41555  -0.92370  -5.51548  0.000
H  -3.20114  -1.13131  -3.77325  0.000
H  -2.27656  -2.12402  -4.90183  0.000
H  -2.00542  0.92347  -4.61865  0.000
H  -1.06818  -0.07424  -5.70803  0.000
H  2.51246  -0.66739  -0.65560  0.001
H  3.33641  -0.95576  -2.19286  0.000